The following is a quantum chemistry calculation of one molecule with the formula C2H5N at a distorted geometry, from OMol25.

```
8
Properties=species:S:1:pos:R:3:forces:R:3:mulliken_charge:R:1
C 0.7136 -0.4320 -0.0019 -0.74 -1.88 2.26 -0.299
C -0.7661 -0.3182 0.0133 0.03 0.22 -1.56 -0.403
H 1.0233 -0.9412 -0.8849 1.20 -0.03 -0.20 0.301
H 1.0044 -0.7190 1.0707 0.55 0.20 -2.11 0.220
H -1.1607 -0.4485 0.9658 -1.03 -0.05 1.45 0.237
H -1.4340 -0.5574 -0.8045 0.33 -0.16 -0.12 0.216
H 0.0144 1.2417 0.7431 0.71 1.12 0.47 0.258
N 0.1240 0.8465 -0.1655 -1.06 0.58 -0.20 -0.530
```
Positions in Å, forces in eV/Å.

Summary:
Total charge = 0
Energy relative to the best compared isomer or geometry (same formula, charge and spin) = 120.5 kJ/mol
E_LUMO = 0.04534 Eh
Structure (SMILES) = C1CN1
HOMO level = -9.85 eV
Electronic energy = -133.88754 hartree
Largest force on an atom = 3.0 eV/Å


The following is a quantum chemistry calculation of one molecule with the formula C4H8OS at a distorted geometry, from OMol25.

```
14
Properties=species:S:1:pos:R:3:forces:R:3:mulliken_charge:R:1
C -1.0695 0.9238 0.1913 -1.39 0.05 1.73 -0.609
C 0.2849 0.8315 -0.4134 -2.30 -1.39 -1.47 -0.559
C 1.2555 0.2337 0.4299 1.62 -2.52 2.19 0.248
C 1.8569 -1.0967 0.0454 0.30 2.39 2.23 -0.592
H -1.3568 -1.4623 -0.0673 0.65 -0.57 0.10 0.075
H -1.0311 1.2239 1.2954 0.08 -0.55 -1.40 0.340
H -1.5881 1.7206 -0.2987 -0.49 0.53 -0.24 0.359
H 0.6289 1.8205 -0.3814 0.45 1.81 -1.40 0.192
H 0.2351 0.2286 -1.4008 0.28 1.71 1.20 0.287
H 1.3001 0.5513 1.5052 -0.10 -0.28 -0.94 0.330
H 2.3967 -1.5900 0.8428 -0.09 -0.44 -0.21 0.287
H 1.3894 -1.6547 -0.7148 -0.13 -0.46 -1.14 0.283
O 2.4649 0.1963 -0.2285 1.35 -1.00 -0.70 -0.424
S -2.2287 -0.4851 -0.0295 -0.24 0.72 0.04 -0.217
```
Positions in Å, forces in eV/Å.

Summary:
Total charge = 0
Energy relative to the best compared isomer or geometry (same formula, charge and spin) = 211.4 kJ/mol
E_LUMO = 0.03262 Eh
Structure (SMILES) = SCC[C@H]1CO1
HOMO level = -9.19 eV
Electronic energy = -630.55441 hartree
Largest force on an atom = 3.7 eV/Å


The following is a quantum chemistry calculation of an isolated ion of composition C31H45O2Si and charge +1 at a distorted geometry, from OMol25.

```
79
Properties=species:S:1:pos:R:3:forces:R:3:mulliken_charge:R:1
C 6.2753 -2.1746 -3.9340 -0.52 0.44 -0.08 -0.822
O 5.9165 -0.8046 -3.8619 -0.59 1.18 -0.05 -0.448
C 4.6260 -0.3678 -3.8392 -1.05 -0.77 0.82 0.613
C 4.3680 1.0011 -3.5789 1.27 -0.38 -0.46 -0.760
C 3.0913 1.4755 -3.3850 -0.66 -0.51 0.32 -0.610
C 1.9839 0.5936 -3.3212 -0.48 0.36 0.06 -0.505
C 0.5882 1.1496 -2.8418 -0.53 1.74 -1.72 -0.161
C -0.6799 0.3746 -3.1597 0.77 -0.21 0.19 -0.066
C -1.8053 1.0613 -3.6190 0.74 0.09 0.43 -0.292
C -2.9983 0.4025 -3.7796 -0.63 0.33 -0.93 -0.879
C -3.0765 -0.9817 -3.6818 -0.37 -0.31 1.18 0.917
C -4.4142 -1.6677 -3.8803 -0.35 -0.15 -0.29 -1.409
C -1.9372 -1.6781 -3.2452 -0.58 0.41 -0.89 -1.174
C -0.7427 -1.0081 -3.0089 -0.54 -0.18 0.28 -0.076
C 2.1995 -0.7036 -3.8231 0.12 0.35 0.46 -0.660
C 3.4926 -1.2089 -3.9807 0.95 0.16 -0.54 -0.533
H 7.3401 -2.1655 -3.8942 0.74 -0.09 0.02 0.262
H 5.8954 -2.7369 -3.0998 -0.33 -0.23 0.46 0.341
H 5.9630 -2.6272 -4.8580 -0.25 -0.20 -0.50 0.340
H 5.2290 1.6777 -3.5467 -0.39 -0.20 -0.11 0.424
H 2.9416 2.5581 -3.3614 0.05 -0.22 0.45 0.527
H 0.4847 2.1287 -3.3724 -0.02 -0.77 -0.83 0.690
H -1.7016 2.1131 -3.8791 -0.21 -0.03 0.22 0.462
H -3.8718 0.9856 -4.1019 0.31 -0.38 0.10 0.413
H -4.2991 -2.7567 -3.9540 0.02 0.27 0.01 0.358
H -5.1486 -1.4765 -3.0667 0.66 0.04 -0.34 0.257
H -4.8999 -1.3234 -4.8130 0.28 -0.14 0.40 0.362
H -1.9901 -2.7566 -3.1999 0.09 -0.08 0.19 0.365
H 0.1140 -1.6067 -2.7324 -0.05 0.24 0.31 0.505
H 1.3752 -1.3222 -4.1663 0.18 0.02 0.52 1.030
H 3.6320 -2.2623 -4.2704 -0.14 0.64 0.07 0.375
C -5.4220 1.4732 1.2311 -0.07 -0.07 -0.22 -1.435
C -4.2044 0.5676 1.1759 0.48 -0.09 0.46 -0.188
C -3.3130 0.7087 2.4224 -0.07 -0.15 0.15 -0.808
C -2.0357 -0.1644 2.3911 0.05 -0.07 -0.36 -0.449
Si -0.3789 0.7241 2.3692 0.08 -1.19 1.67 -1.044
C -0.2794 1.8083 3.9174 -0.14 0.89 -0.65 -0.488
C -0.4156 1.0919 5.2918 -0.15 -0.21 0.06 -0.726
C 0.8399 1.1717 6.1862 -0.26 0.12 -0.54 -0.406
C 0.6807 0.3973 7.4878 0.11 0.05 -0.04 -1.342
C 1.0177 -0.5023 2.4912 0.13 -0.10 -0.40 -0.754
C 1.0202 -1.4986 1.3240 0.11 -0.04 -0.06 -0.107
C 2.2269 -2.4458 1.3392 -0.51 0.42 0.15 -0.520
C 2.2586 -3.3125 0.0987 0.21 -0.18 -0.02 -1.149
C -0.2698 1.5778 0.6380 0.75 -0.03 -2.38 0.771
C -1.1160 2.6200 0.0919 2.21 -0.23 -1.99 -0.647
C -0.5410 2.9270 -1.1660 -1.81 -0.29 1.35 -0.616
C 0.5310 1.9912 -1.4903 2.42 -1.20 0.17 0.562
O 0.6439 1.1572 -0.3024 -1.80 1.64 2.06 -0.241
H -6.0359 1.3055 0.3486 -0.15 0.08 -0.03 0.406
H -6.0403 1.2720 2.1084 0.08 0.01 -0.01 0.337
H -5.1434 2.5289 1.2416 0.02 0.00 0.07 0.320
H -4.5169 -0.4852 1.1120 0.08 0.23 -0.11 0.400
H -3.6020 0.7854 0.2808 -0.14 -0.09 0.04 0.114
H -3.0494 1.7689 2.5875 -0.21 -0.20 -0.06 0.213
H -3.8989 0.3996 3.3047 0.10 0.30 -0.29 0.457
H -1.9986 -0.7856 3.3024 0.16 0.11 -0.31 0.522
H -2.0373 -0.8657 1.5413 -0.22 0.08 0.21 0.559
H 0.6658 2.3730 3.8682 -0.27 -0.02 0.12 0.568
H -1.0982 2.5406 3.8251 0.35 0.06 0.09 0.423
H -1.2420 1.5740 5.8413 0.20 -0.27 -0.21 0.425
H -0.7091 0.0336 5.1636 0.13 0.30 0.09 0.276
H 1.7059 0.7926 5.6233 -0.12 0.09 0.13 0.278
H 1.0307 2.2337 6.4034 0.06 -0.25 -0.08 0.355
H 1.5870 0.4963 8.0860 -0.05 -0.05 0.06 0.387
H -0.1546 0.7756 8.0833 0.03 -0.04 -0.08 0.325
H 0.5189 -0.6675 7.2998 -0.03 0.07 0.02 0.325
H 1.9746 0.0453 2.5178 -0.17 -0.15 0.04 0.546
H 0.9357 -1.0458 3.4470 -0.02 0.26 -0.14 0.506
H 0.0846 -2.0865 1.3327 0.30 0.13 -0.03 0.280
H 1.0279 -0.9260 0.3852 0.02 -0.38 0.14 -0.170
H 3.1378 -1.8392 1.4156 -0.05 -0.14 -0.01 0.370
H 2.1655 -3.0598 2.2454 0.12 0.01 -0.11 0.337
H 3.0936 -4.0070 0.1531 0.05 -0.13 -0.12 0.424
H 1.3419 -3.8957 -0.0014 -0.02 -0.01 0.00 0.334
H 2.3813 -2.7115 -0.8056 -0.02 0.03 0.01 0.137
H -1.9861 3.0721 0.5718 0.53 -0.08 -0.14 0.566
H -0.8913 3.7303 -1.8293 0.26 -0.51 0.29 0.517
H 1.5588 2.4636 -1.6939 -1.25 -0.11 1.26 0.204
```
Positions in Å, forces in eV/Å.

Summary:
Total charge = +1
Energy relative to the best compared isomer or geometry (same formula, charge and spin) = 128.1 kJ/mol
E_LUMO = -0.18587 Eh
HOMO level = -10.81 eV
Electronic energy = -1647.91341 hartree
Largest force on an atom = 3.2 eV/Å